Formula: C17H38GeN3PdSSeSi
Source: the Open Molecules 2025 dataset
Level of theory: wB97M-V/def2-TZVPD

```
63
Properties=species:S:1:pos:R:3:mulliken_charge:R:1
Pd 0.4440 0.7869 0.1763 -0.47
C -4.8056 2.9234 -0.6700 -0.91
Si -5.3432 1.1349 -0.5859 0.15
C -6.5679 0.9642 0.8379 -1.15
C -6.2603 0.7269 -2.1832 -0.86
C -4.0036 -0.1654 -0.3596 0.68
C -4.4731 -1.4740 -0.4450 -0.50
C -3.6190 -2.5656 -0.3452 -0.72
C -2.2748 -2.2839 -0.1623 -0.53
N -1.7846 -1.0604 -0.0553 -0.04
C -2.6112 0.0044 -0.1361 0.22
S -1.8426 1.5562 0.0903 -0.43
H -5.7102 3.5293 -0.7983 0.30
H -4.1307 3.1029 -1.5053 0.24
H -4.2828 3.2363 0.2311 0.32
H -7.4093 1.6497 0.7125 0.30
H -6.0726 1.2036 1.7807 0.33
H -6.9672 -0.0479 0.9215 0.32
H -7.0936 1.4143 -2.3470 0.33
H -6.6563 -0.2900 -2.1824 0.33
H -5.5775 0.8134 -3.0276 0.13
H -5.5334 -1.6555 -0.6040 0.19
H -3.9753 -3.5849 -0.4164 0.37
H -1.5464 -3.0882 -0.0882 0.35
N 0.5272 -0.8760 2.9489 -0.40
C 1.3863 0.1249 3.5856 -0.26
C 2.8199 -0.3745 3.7624 -0.84
C 3.7465 -0.1941 2.5619 -0.69
C 3.2834 -0.7823 1.2233 -0.51
N 2.7023 0.2376 0.3458 -0.39
H 0.0385 -0.4469 2.1622 -0.03
H -0.1680 -1.2415 3.5841 0.23
H 0.9900 0.4289 4.5625 0.41
H 1.3854 1.0239 2.9586 0.13
H 2.7720 -1.4371 4.0241 0.34
H 3.2833 0.1334 4.6162 0.35
H 4.7157 -0.6324 2.8235 0.30
H 3.9331 0.8741 2.4039 0.33
H 2.5289 -1.5530 1.3807 0.37
H 4.1475 -1.2597 0.7375 0.42
H 2.1941 -0.1963 -0.4336 0.27
H 3.4089 0.8323 -0.0641 0.05
C -2.7723 -1.2295 -3.9628 -0.60
Ge -2.0194 0.3036 -4.9044 0.54
C -2.7547 1.9529 -4.1596 -1.04
C -2.5163 0.1741 -6.8069 -1.24
C -0.0700 0.2591 -4.7048 -1.06
Se 0.3776 0.5220 -2.7765 0.13
C 0.5816 2.4373 -2.9731 -0.85
H -3.8614 -1.2300 -4.0322 0.34
H -2.5029 -1.1868 -2.9053 -0.18
H -2.4016 -2.1663 -4.3811 0.41
H -3.8377 1.9585 -4.2849 0.41
H -2.3602 2.8366 -4.6624 0.45
H -2.5240 2.0161 -3.0935 0.02
H -3.6000 0.1840 -6.9295 0.35
H -2.1340 -0.7510 -7.2401 0.36
H -2.1030 1.0109 -7.3720 0.36
H 0.4445 1.0185 -5.2953 0.37
H 0.3176 -0.7121 -5.0184 0.39
H -0.2872 2.8406 -3.4848 0.24
H 1.4898 2.6774 -3.5244 0.32
H 0.6250 2.8444 -1.9623 0.26
```

* Kohn-Sham gap: 0.2020 Eh
* HOMO: -0.100 hartree
* max |F|: 0.7 eV Å⁻¹
* charge: -1

Formula: C22H15Cl3GeIIrN3S
Source: the Open Molecules 2025 dataset
Level of theory: wB97M-V/def2-TZVPD

```
47
Properties=species:S:1:pos:R:3:mulliken_charge:R:1
Ir 0.9956 0.6229 -1.0161 0.68
N 0.2268 -3.4451 -0.4008 -0.11
C -0.6046 -3.5835 0.7459 0.41
C -1.5616 -4.5792 0.8173 -0.75
C -2.3692 -4.6518 1.9447 -0.66
C -2.2446 -3.7197 2.9653 -0.69
C -1.3013 -2.7045 2.8734 -0.58
C -0.4666 -2.6590 1.7687 0.55
S 0.8782 -1.5276 1.6031 -0.05
N 0.6909 -1.1971 -0.0862 -0.36
C 0.5810 -2.2399 -0.8655 0.39
C 0.9238 -2.0473 -2.2944 0.95
C 0.8461 -3.0371 -3.2528 -0.61
C 1.2936 -2.7652 -4.5402 -0.58
C 1.7967 -1.5103 -4.8213 -0.78
C 1.8151 -0.5582 -3.8143 0.12
N 1.3890 -0.8119 -2.5771 -0.13
H 0.2560 -4.2319 -1.0295 0.26
H -1.6760 -5.2943 0.0118 0.37
H -3.1051 -5.4402 2.0189 0.41
H -2.8779 -3.7857 3.8388 0.43
H -1.1865 -1.9819 3.6710 0.48
H 0.4424 -4.0139 -3.0274 0.32
H 1.2476 -3.5280 -5.3052 0.47
H 2.1651 -1.2566 -5.8047 0.42
H 2.1875 0.4380 -4.0066 0.26
I 1.9037 2.8380 -2.0736 0.14
C 1.6291 3.8418 -0.2650 0.29
C 2.1120 5.1017 -0.0805 -0.71
C 1.7895 5.7644 1.1194 -0.55
C 0.9611 5.1843 2.0470 -1.03
C 0.4380 3.8991 1.8382 0.87
C -0.4957 3.3306 2.7758 -0.90
C -1.0728 2.1484 2.5218 -1.06
C -0.7101 1.3959 1.3165 1.46
C 0.3865 1.8258 0.4639 -0.39
C 0.8164 3.1717 0.6757 0.46
H 2.7143 5.5982 -0.8288 0.44
H 2.1814 6.7581 1.2915 0.42
H 0.6912 5.7250 2.9444 0.46
H -0.7404 3.8936 3.6668 0.45
H -1.8194 1.7273 3.1829 0.51
H -0.8169 0.3145 1.4141 -0.37
Cl -3.9786 0.9410 0.8565 -0.21
Ge -2.2224 1.7250 0.0148 0.96
Cl -2.4269 3.7416 -0.5430 -0.21
Cl -1.6819 0.5831 -1.7554 -0.25
```

* expectation value of S²: 0.754
* Kohn-Sham gap (spin up / spin down): 0.2409 / 0.2367 Eh
* energy above the lowest of the compared OMol25 structures with the same formula, charge and spin: 0.262 eV
* HOMO (spin up / spin down): -0.509 / -0.508 hartree
* 2S+1: 2
* max |F|: 0.1 eV Å⁻¹
* charge: +2

Formula: C21H22O2
Source: the Open Molecules 2025 dataset
Level of theory: wB97M-V/def2-TZVPD

```
45
Properties=species:S:1:pos:R:3:mulliken_charge:R:1
C 4.3915 -1.6340 0.1813 -1.07
C 4.7268 -0.3273 0.9312 -0.58
C 4.1671 0.9432 0.2587 -0.57
C 2.6722 0.8227 -0.1439 -0.56
C 1.9208 2.1688 0.0356 -0.73
C 0.5100 2.0161 0.6860 -0.57
C -0.6303 2.5826 -0.2364 -1.48
C -1.0618 1.4667 -1.1741 0.83
C -0.3497 1.2991 -2.3542 -0.63
C -0.6974 0.2807 -3.2036 -0.83
C -1.7382 -0.5672 -2.8987 -0.95
C -2.4312 -0.4031 -1.7367 0.95
C -2.1021 0.6231 -0.8529 0.36
C -2.9026 0.7024 0.4332 0.10
O -3.3333 1.7350 0.9089 -0.59
C -3.1622 -0.6548 1.0512 0.58
C -3.0424 -0.8736 2.3992 -0.52
C -3.2554 -2.1515 2.8847 -0.70
C -3.6039 -3.1438 2.0034 -0.41
C -3.7257 -2.9346 0.6506 -0.90
C -3.4948 -1.6640 0.1697 0.64
C -3.5534 -1.3186 -1.3020 -0.13
O -4.4337 -1.7094 -2.0451 -0.55
H 5.1019 -2.4017 0.5051 0.36
H 4.5325 -1.5254 -0.9003 0.28
H 3.3697 -1.9460 0.4069 0.31
H 5.8183 -0.2192 0.9630 0.37
H 4.3667 -0.4129 1.9635 0.27
H 4.2847 1.7867 0.9484 0.33
H 4.8040 1.1483 -0.6110 0.30
H 2.1818 -0.0027 0.3796 0.31
H 2.6510 0.5727 -1.2122 0.19
H 2.4955 2.8585 0.6605 0.57
H 1.7571 2.6264 -0.9430 0.25
H 0.2808 0.9472 0.7902 0.27
H 0.4532 2.4398 1.6931 0.41
H -1.4314 2.8938 0.4340 0.40
H -0.3007 3.4721 -0.7806 0.58
H 0.4856 1.9529 -2.5752 0.51
H -0.1192 0.1381 -4.1120 0.40
H -1.9764 -1.3673 -3.5929 0.47
H -2.7489 -0.0393 3.0294 0.47
H -3.1307 -2.3155 3.9491 0.40
H -3.7527 -4.1436 2.4054 0.37
H -3.9930 -3.7212 -0.0471 0.47
```

* Kohn-Sham gap: 0.3360 Eh
* HOMO: -0.350 hartree
* max |F|: 2.0 eV Å⁻¹
* SMILES: CCCCCCCc1cccc2c1C(=O)c1ccccc1C2=O

Formula: C37H56F7FeN6O6S2Si
Source: the Open Molecules 2025 dataset
Level of theory: wB97M-V/def2-TZVPD

```
116
Properties=species:S:1:pos:R:3:mulliken_charge:R:1
Fe 0.0167 0.3521 0.1278 1.74
C -5.7288 -4.1132 0.9578 -1.63
C -5.8767 -2.7901 0.1938 1.93
C -6.3994 -3.0940 -1.2090 -2.11
C -6.8975 -1.8961 0.9098 -1.71
C -4.5204 -2.0899 0.1673 -0.18
C -3.9153 -1.6852 1.3511 -0.77
C -2.6719 -1.0861 1.3122 -1.24
N -2.0100 -0.8771 0.1751 2.06
C -2.5930 -1.1998 -0.9643 0.18
C -3.8332 -1.8240 -1.0113 -0.48
C -1.8447 -0.8065 -2.2203 -0.37
C -2.3690 -1.0228 -3.4799 -0.82
C -1.6666 -0.6254 -4.6180 0.15
C -0.4421 -0.0160 -4.4110 -0.51
C 0.0127 0.1766 -3.1124 -1.69
N -0.6727 -0.2058 -2.0411 1.84
C -2.2619 -0.8749 -6.0016 1.98
C -3.6238 -0.1746 -6.0988 -1.62
C -2.4469 -2.3853 -6.2012 -1.57
C -1.3606 -0.3431 -7.1149 -2.23
H -6.6815 -4.6486 0.9690 0.45
H -5.4217 -3.9447 1.9913 0.33
H -4.9801 -4.7525 0.4842 0.28
H -7.3761 -3.5760 -1.1330 0.43
H -5.7356 -3.7711 -1.7516 0.40
H -6.5216 -2.1835 -1.8001 0.43
H -7.8682 -2.3968 0.9476 0.46
H -7.0193 -0.9468 0.3842 0.38
H -6.5943 -1.6720 1.9328 0.33
H -4.4002 -1.8206 2.3101 0.53
H -2.1861 -0.7379 2.2145 -0.51
H -4.2686 -2.0890 -1.9620 0.63
H -3.3373 -1.4915 -3.5863 0.33
H 0.1737 0.3240 -5.2313 0.57
H 0.9702 0.6441 -2.9269 0.12
H -4.3347 -0.5677 -5.3705 0.28
H -4.0478 -0.3205 -7.0954 0.46
H -3.5225 0.8978 -5.9212 0.37
H -3.1219 -2.8094 -5.4556 0.29
H -1.4908 -2.9077 -6.1230 0.34
H -2.8671 -2.5830 -7.1905 0.45
H -1.2056 0.7343 -7.0280 0.40
H -1.8282 -0.5377 -8.0821 0.46
H -0.3833 -0.8305 -7.1132 0.39
C 4.2986 -1.8273 -0.2653 -1.05
Si 3.2909 -0.6807 0.8397 0.40
C 4.4731 0.3063 1.9165 -1.33
C 2.5291 -1.8560 2.0795 -0.20
N 2.2195 0.3288 -0.0640 0.26
C 2.8463 1.2799 -0.8470 1.19
C 4.2377 1.3557 -1.1373 -0.67
C 4.8066 2.3547 -1.9178 -1.23
C 4.0366 3.3566 -2.4875 -0.58
C 2.6631 3.3132 -2.2689 -1.13
C 2.1351 2.3077 -1.4986 -0.46
F 0.7903 2.2624 -1.3409 0.32
H 4.9819 -2.4281 0.3455 0.37
H 4.8877 -1.3086 -1.0239 0.40
H 3.6222 -2.5120 -0.7850 -0.05
H 5.2369 -0.3597 2.3327 0.34
H 3.9072 0.7339 2.7514 0.28
H 4.9739 1.1313 1.4116 0.42
H 3.2594 -2.0219 2.8789 0.55
H 2.2948 -2.8256 1.6364 0.12
H 1.6323 -1.4471 2.5350 -0.53
H 4.8916 0.5990 -0.7362 0.34
H 5.8792 2.3432 -2.0778 0.40
H 4.4800 4.1419 -3.0851 0.38
H 1.9888 4.0520 -2.6854 0.45
F -0.3382 0.2300 6.1065 -0.21
C -0.3584 -0.3191 4.8988 0.66
F -1.5623 -0.8781 4.7075 -0.23
F 0.5502 -1.2991 4.8593 -0.20
S 0.0089 0.9187 3.6004 0.85
O 0.0635 0.0468 2.4341 -0.81
O 1.2265 1.5632 4.0029 -0.69
N -1.2798 1.7828 3.5543 -0.17
S -1.4242 3.2192 4.2308 1.10
O -1.0203 3.2666 5.6073 -0.69
O -2.7015 3.7381 3.8386 -0.70
C -0.1705 4.2970 3.3388 0.69
F 0.4014 3.6679 2.3271 -0.08
F -0.7883 5.3877 2.8811 -0.25
F 0.7753 4.6777 4.1947 -0.26
C -0.5986 -3.4613 1.9080 -0.35
N -0.2112 -4.0512 0.6388 0.63
C -0.7705 -5.3611 0.3741 -1.16
C 0.4134 -3.2973 -0.3205 -0.48
O 0.4855 -2.0778 -0.2899 0.48
N 0.9421 -4.0156 -1.3889 0.24
C 1.8159 -5.1503 -1.1196 -1.28
C 1.2990 -3.2465 -2.5707 -0.91
H -0.0696 -3.9392 2.7363 0.38
H -1.6731 -3.5917 2.0544 0.40
H -0.3641 -2.4043 1.9156 -0.60
H -1.8306 -5.3563 0.6442 0.24
H -0.2799 -6.1444 0.9603 0.29
H -0.6883 -5.6076 -0.6805 0.42
H 1.7886 -5.4165 -0.0663 0.39
H 2.8485 -4.8884 -1.3685 0.39
H 1.5335 -6.0275 -1.7085 0.31
H 0.7101 -2.3336 -2.6019 0.15
H 1.0963 -3.8410 -3.4648 0.34
H 2.3560 -2.9663 -2.5678 0.33
C -3.6107 2.1912 0.3526 -0.88
C -2.3149 2.2667 -0.4520 1.02
C -2.0085 3.7168 -0.8229 -1.65
O -1.2676 1.7135 0.2594 -0.18
H -4.4376 2.6697 -0.1855 0.40
H -3.4750 2.6952 1.3126 0.08
H -3.8886 1.1534 0.5514 -0.06
H -2.4919 1.7253 -1.4059 -0.43
H -1.9872 4.3324 0.0806 0.30
H -2.7658 4.1252 -1.5026 0.34
H -1.0316 3.7796 -1.3025 0.30
```

* expectation value of S²: 6.008
* Kohn-Sham gap (spin up / spin down): 0.2221 / 0.2191 Eh
* energy above the lowest of the compared OMol25 structures with the same formula, charge and spin: 1.002 eV
* HOMO (spin up / spin down): -0.157 / -0.154 hartree
* 2S+1: 5
* max |F|: 0.7 eV Å⁻¹
* charge: -1